Here is 8 unconnected molecules or ions with the total composition C27H64BN8O8 from the Open Molecules 2025 dataset. Energies are from ωB97M-V/def2-TZVPD.

Its total charge is +1. Its energy is -58010.577 eV. Its lowest unoccupied orbital energy is -2.45 eV.

Positions of all 108 atoms, in Å:
C1 -2.307 4.067 -0.156
B1 -2.098 2.885 -1.147
O1 -0.845 2.410 -1.323
C2 -3.309 2.108 -1.886
C3 -4.375 3.018 -2.509
C4 -5.399 3.631 -1.536
C5 -5.629 2.792 -0.280
C6 -5.362 1.328 -0.504
N1 -3.920 1.112 -0.884
H1 -2.396 3.703 0.873
H2 -1.434 4.720 -0.168
H3 -3.192 4.668 -0.350
H4 -0.742 1.743 -2.016
H5 -2.896 1.475 -2.672
H6 -4.882 2.490 -3.315
H7 -3.819 3.822 -2.993
H8 -6.349 3.733 -2.058
H9 -5.102 4.643 -1.272
H10 -6.673 2.869 0.012
H11 -5.051 3.151 0.573
H12 -5.995 0.902 -1.279
H13 -5.466 0.773 0.417
H14 -3.825 0.168 -1.251
H15 -3.398 1.110 -0.005
C7 3.171 3.333 0.190
O2 4.190 3.986 0.301
N2 2.996 2.091 0.676
C8 1.750 1.374 0.515
C9 4.092 1.459 1.395
H16 2.276 3.715 -0.334
H17 1.321 1.117 1.486
H18 1.892 0.445 -0.039
H19 1.045 2.005 -0.019
H20 4.357 2.051 2.272
H21 4.975 1.368 0.764
H22 3.782 0.462 1.697
C10 6.846 -0.642 -0.085
O3 5.658 -0.887 0.046
N3 7.524 -0.765 -1.238
C11 8.938 -0.468 -1.337
C12 6.805 -1.219 -2.414
H23 7.472 -0.299 0.755
H24 9.123 0.333 -2.054
H25 9.505 -1.349 -1.642
H26 9.301 -0.148 -0.362
H27 5.989 -0.539 -2.659
H28 6.375 -2.209 -2.249
H29 7.500 -1.264 -3.249
C13 7.853 -5.966 -0.169
O4 8.740 -5.526 0.537
N4 6.686 -5.331 -0.397
C14 5.664 -5.886 -1.256
C15 6.476 -4.050 0.254
H30 7.928 -6.935 -0.690
H31 5.464 -5.227 -2.106
H32 4.729 -6.045 -0.717
H33 5.991 -6.854 -1.631
H34 7.252 -3.343 -0.041
H35 6.526 -4.158 1.338
H36 5.505 -3.650 -0.025
C16 3.792 -8.326 -3.360
O5 4.337 -8.642 -2.319
N5 4.371 -8.419 -4.573
C17 3.686 -8.038 -5.787
C18 5.729 -8.932 -4.647
H37 2.762 -7.933 -3.399
H38 3.589 -8.882 -6.472
H39 4.214 -7.235 -6.307
H40 2.687 -7.685 -5.535
H41 5.787 -9.941 -4.240
H42 6.416 -8.306 -4.079
H43 6.037 -8.946 -5.690
C19 -7.255 5.976 1.118
O6 -7.603 4.805 1.138
N6 -7.622 6.856 0.175
C20 -7.192 8.240 0.201
C21 -8.501 6.404 -0.891
H44 -6.608 6.414 1.894
H45 -8.046 8.916 0.274
H46 -6.627 8.495 -0.697
H47 -6.554 8.399 1.068
H48 -9.441 6.028 -0.488
H49 -8.040 5.599 -1.464
H50 -8.703 7.243 -1.552
C22 -4.862 0.638 3.529
O7 -4.753 0.612 2.304
N7 -5.543 1.568 4.196
C23 -5.658 1.550 5.643
C24 -6.203 2.632 3.449
H51 -4.404 -0.130 4.169
H52 -6.701 1.468 5.949
H53 -5.238 2.457 6.078
H54 -5.114 0.692 6.034
H55 -6.935 2.234 2.749
H56 -5.477 3.215 2.882
H57 -6.710 3.286 4.153
C25 0.485 -1.637 2.381
O8 0.164 -1.410 1.229
N8 -0.304 -1.414 3.449
C26 0.130 -1.705 4.800
C27 -1.630 -0.869 3.227
H58 1.471 -2.048 2.649
H59 -0.517 -2.445 5.274
H60 0.136 -0.804 5.417
H61 1.141 -2.104 4.768
H62 -2.225 -1.527 2.593
H63 -1.575 0.106 2.738
H64 -2.123 -0.756 4.190